Arrangement w

Density functional theory data (the ωB97M-V functional and the def2-TZVPD basis) for the ion C7H14O with charge +1.

## Properties
* 2S+1: 2
* net charge: +1
* <S²>: 0.75
* molecular weight: 114.19 g mol⁻¹
* gap between HOMO and LUMO (spin up / spin down): 9.35 / 5.63 eV

Each line ends with the Mulliken charge.
Positions of all 22 atoms, in Å:
C (-2.396, 0.189, -1.682)  -0.582
O (-2.959, -0.961, -2.307)  -0.519
C (-1.429, -0.114, -0.542)  -0.537
C (-0.444, 1.014, -0.153)  -0.638
C (0.767, 0.309, 0.360)  0.843
C (0.987, 0.170, 1.727)  -0.170
C (2.138, -0.507, 2.405)  -1.221
C (1.810, -0.075, -0.628)  -1.324
H (-3.195, 0.916, -1.541)  0.304
H (-1.838, 0.554, -2.577)  0.274
H (-3.307, -1.643, -1.709)  0.308
H (-1.025, -1.127, -0.605)  0.449
H (-2.146, -0.155, 0.291)  0.325
H (-0.053, 1.562, -1.025)  0.384
H (-0.929, 1.609, 0.610)  0.470
H (0.439, 0.762, 2.461)  0.395
H (2.422, -1.408, 1.873)  0.355
H (2.915, 0.272, 2.379)  0.356
H (1.878, -0.882, 3.400)  0.373
H (1.416, -0.280, -1.619)  0.380
H (2.538, 0.722, -0.834)  0.385
H (2.411, -0.927, -0.283)  0.391

---

Arrangement x

Density functional theory data (the ωB97M-V functional and the def2-TZVPD basis) for a structure of composition C7H14O.

## Properties
* 2S+1: 2
* net charge: +1
* <S²>: 0.75
* molecular weight: 114.19 g mol⁻¹
* gap between HOMO and LUMO (spin up / spin down): 7.97 / 7.10 eV

Each line ends with the Mulliken charge.
Positions of all 22 atoms, in Å:
C (-2.800, 0.833, -0.426)  -1.306
C (-1.214, 0.970, -0.167)  -0.446
C (-0.513, -0.193, 0.469)  0.862
C (0.710, 0.014, 0.973)  -0.688
C (1.738, 1.015, 0.675)  -0.143
C (2.627, 0.782, -0.428)  -0.538
C (-1.101, -1.571, 0.336)  -1.379
H (-3.027, 0.125, 0.363)  0.329
H (-3.025, 0.367, -1.386)  0.321
H (-3.145, 1.857, -0.487)  0.407
H (-0.744, 1.413, -1.047)  0.420
H (-1.308, 1.788, 0.557)  0.370
H (1.231, -0.789, 1.507)  0.459
H (1.917, 1.934, 1.238)  0.413
H (3.240, 1.642, -0.683)  0.309
H (2.899, 0.319, 0.561)  0.267
H (-0.671, -2.033, -0.562)  0.239
H (-2.165, -1.552, 0.204)  0.431
H (-0.706, -2.196, 1.141)  0.373
H (2.550, 0.015, -1.190)  0.328
H (1.964, -2.788, -0.966)  0.301
O (1.542, -1.953, -0.679)  -0.330

---

Here are the energies relative to the best structure, in kcal/mol: arrangement w 0.0; arrangement x 82.1.